Entry 1:
A cluster of 9 separate species, C13H44N2O15 in total. Source: OMol25; level of theory: ωB97M-V/def2-TZVPD.

Last columns: bonded neighbours and bond lengths (Å).
Element x y z (Å)
1 H -1.071 -0.771 4.692  C31 1.091
2 C 1.560 3.000 3.585  H9 1.092, O17 1.416, C36 1.542, H64 1.090
3 H 0.888 -0.305 0.122  N52 1.008
4 C -1.522 -4.821 0.727  H18 1.091, C19 1.553, H46 1.093, O50 1.394
5 H -2.607 -1.497 4.281  C31 1.091
6 N 0.402 -0.981 -2.014  C30 1.323, H41 1.010, H57 1.008
7 H -3.598 2.625 0.997  C66 1.091
8 O 0.386 1.638 -5.087  C47 1.437, H56 0.968
9 H 1.898 3.549 2.703  C2 1.092
10 H -0.854 -0.041 2.199  C23 1.091
11 O 1.892 -3.314 -1.771  C45 1.442, H54 0.960
12 H -0.517 -2.966 0.095  C19 1.091
13 H -3.280 -1.163 2.224  O29 0.961
14 H -3.196 0.528 4.791  O15 0.961
15 O -2.531 0.585 4.101  H14 0.961, C31 1.435
16 H -0.737 -1.750 2.501  C23 1.092
17 O 0.941 1.841 3.056  C2 1.416, H39 0.962
18 H -0.703 -5.542 0.738  C4 1.091
19 C -1.262 -3.669 -0.281  C4 1.553, H12 1.091, H61 1.092, O71 1.422
20 H -2.457 -2.178 -0.092  O71 0.962
21 H 1.228 4.432 5.131  C36 1.090
22 O -0.078 1.200 -2.426  C30 1.215
23 C -1.429 -0.906 2.532  H10 1.091, H16 1.092, O29 1.414, C31 1.556
24 H 1.597 -0.439 -5.676  C72 1.092
25 H 0.693 -1.057 -6.956  C72 1.092
26 C -1.626 3.486 0.413  H55 1.091, C66 1.576, O69 1.425, H74 1.092
27 H 2.414 -0.399 2.433  O62 0.960
28 H 0.026 3.209 5.027  C36 1.092
29 O -2.514 -1.100 1.647  H13 0.961, C23 1.414
30 C 0.301 0.301 -1.703  N6 1.323, O22 1.215, N52 1.330
31 C -1.911 -0.705 3.998  H1 1.091, H5 1.091, O15 1.435, C23 1.556
32 O 0.882 3.608 -1.782  H43 0.965, H58 0.958
33 C 3.748 -1.589 -1.952  H35 1.092, O37 1.404, C45 1.533, H65 1.091
34 H 0.155 1.168 -7.105  C47 1.089
35 H 4.773 -1.569 -2.327  C33 1.092
36 C 0.613 3.892 4.411  C2 1.542, H21 1.090, H28 1.092, O70 1.461
37 O 3.656 -1.025 -0.669  C33 1.404, H44 0.961
38 H 3.769 -3.558 -2.678  C45 1.094
39 H 0.179 2.105 2.531  O17 0.962
40 H -2.215 1.552 1.169  C66 1.092
41 H 0.088 -1.241 -2.937  N6 1.010
42 H 3.860 -3.554 -1.027  C45 1.091
43 H 0.248 3.043 -2.239  O32 0.965
44 H 3.210 -0.176 -0.721  O37 0.961
45 C 3.309 -3.052 -1.824  O11 1.442, C33 1.533, H38 1.094, H42 1.091
46 H -2.335 -5.469 0.390  C4 1.093
47 C -0.098 0.768 -6.124  O8 1.437, H34 1.089, H63 1.092, C72 1.547
48 H -0.740 4.199 3.000  O70 0.963
49 O -0.096 -1.454 -5.027  H59 0.960, C72 1.412
50 O -1.806 -4.383 2.019  C4 1.394, H51 0.961
51 H -2.708 -4.053 2.021  O50 0.961
52 N 0.571 0.487 -0.413  H3 1.008, C30 1.330, H73 1.011
53 O -2.473 2.939 2.667  H60 0.964, C66 1.407
54 H 1.711 -4.134 -1.307  O11 0.960
55 H -1.739 3.439 -0.671  C26 1.091
56 H 0.143 1.273 -4.224  O8 0.968
57 H 0.959 -1.603 -1.450  N6 1.008
58 H 1.729 3.385 -2.171  O32 0.958
59 H 0.012 -2.369 -5.297  O49 0.960
60 H -2.455 2.144 3.210  O53 0.964
61 H -0.797 -4.115 -1.162  C19 1.092
62 O 1.956 -1.176 2.104  H27 0.960, H67 0.959
63 H -1.179 0.624 -6.083  C47 1.092
64 H 2.469 2.712 4.113  C2 1.090
65 H 3.199 -0.983 -2.674  C33 1.091
66 C -2.554 2.580 1.309  H7 1.091, C26 1.576, H40 1.092, O53 1.407
67 H 1.101 -1.151 2.538  O62 0.959
68 H 0.251 3.675 0.117  O69 0.964
69 O -0.278 3.143 0.723  C26 1.425, H68 0.964
70 O -0.191 4.762 3.557  C36 1.461, H48 0.963
71 O -2.448 -2.970 -0.638  C19 1.422, H20 0.962
72 C 0.559 -0.623 -5.962  H24 1.092, H25 1.092, C47 1.547, O49 1.412
73 H 0.485 1.442 -0.091  N52 1.011
74 H -1.856 4.518 0.686  C26 1.092

Its total energy is -47885.7080 eV. The net charge is 0. The SMILES is NC(N)=O.OCCO.OCCO.OCCO.OCCO.OCCO.OCCO.O.O. As for the HOMO energy: -9.647 eV. Its gap between HOMO and LUMO is 9.7 eV.

These are the Löwdin partial charges, in e, on atoms 1 to 8: number 1, H, carries 0.12; number 2, C, carries -0.24; number 3, H, carries 0.08; number 4, C, carries -0.25; number 5, H, carries 0.13; number 6, N, carries 0.20; number 7, H, carries 0.12; number 8, O, carries -0.09

Entry 2:
A cluster of 10 separate species, C13H46N4O10 in total. Source: OMol25; level of theory: ωB97M-V/def2-TZVPD.

Last columns: bonded neighbours and bond lengths (Å).
Element x y z (Å)
1 N -1.938 3.723 1.667  H4 1.060, C8 1.290, H69 1.025
2 H -4.575 -2.585 -0.312  C14 1.040
3 H -3.239 3.545 -2.226  C40 1.125
4 H -2.249 3.252 2.564  N1 1.060
5 C 3.533 -0.589 -0.707  O12 1.387, N38 1.301, N65 1.305
6 O 2.724 -3.648 1.353  C21 1.440, H62 0.934
7 H -3.978 2.408 -3.280  C40 1.104
8 C -1.629 3.072 0.597  N1 1.290, N34 1.280, O46 1.389
9 H -6.107 -1.776 -0.698  C14 1.090
10 H -2.931 1.745 -0.652  O50 0.982
11 H 0.646 -4.037 1.580  C21 1.109
12 O 2.221 -0.782 -1.113  C5 1.387
13 H -2.949 -3.059 1.057  C41 1.090
14 C -5.084 -1.678 -0.334  H2 1.040, H9 1.090, O18 1.411, H49 1.057
15 H -2.240 1.338 1.394  N34 1.023
16 H 1.298 3.816 2.221  C71 1.078
17 H 1.835 1.085 0.971  C73 1.123
18 O -5.070 -1.162 0.979  C14 1.411, H23 0.954
19 H 1.483 -0.858 1.873  C45 1.060
20 O 1.357 -1.972 3.592  H42 0.934, C45 1.415
21 C 1.499 -4.257 0.906  O6 1.440, H11 1.109, C37 1.525, H72 1.090
22 O 2.270 2.265 2.992  H52 0.949, C71 1.360
23 H -5.355 -0.252 0.966  O18 0.954
24 H -2.465 -1.432 0.738  C41 1.091
25 H 1.041 0.306 -4.333  C31 1.056
26 H -2.440 -2.599 3.257  O39 0.977
27 H 2.508 1.215 -4.656  C31 1.107
28 H -0.618 -0.549 -2.771  C57 1.104
29 H 0.500 -4.419 -1.014  C37 1.118
30 H 2.584 2.605 0.449  C73 1.085
31 C 1.883 0.745 -3.872  H25 1.056, H27 1.107, C32 1.597, H68 1.120
32 C 1.481 1.936 -2.887  C31 1.597, H59 1.054, O61 1.446, H70 1.072
33 H -1.234 -1.821 -1.618  C57 1.123
34 N -1.885 1.818 0.564  C8 1.280, H15 1.023, H60 1.012
35 H 2.197 -3.634 -1.064  C37 1.117
36 H 0.525 -0.548 -0.839  O51 0.977
37 C 1.236 -3.747 -0.507  C21 1.525, H29 1.118, H35 1.117, H67 1.091
38 N 4.116 0.568 -0.829  C5 1.301, H54 1.090, H63 1.035
39 O -2.582 -1.801 2.711  H26 0.977, C41 1.389
40 C -3.238 2.445 -2.462  H3 1.125, H7 1.104, O50 1.419, H64 1.135
41 C -2.306 -2.262 1.429  H13 1.090, H24 1.091, O39 1.389, H44 1.091
42 H 0.895 -1.769 4.379  O20 0.934
43 H 0.249 2.450 2.410  C71 1.111
44 H -1.228 -2.428 1.416  C41 1.091
45 C 0.954 -0.878 2.790  H19 1.060, O20 1.415, H48 1.084, H55 1.076
46 O -1.156 3.718 -0.538  C8 1.389
47 H -2.179 -0.356 -1.910  C57 1.115
48 H 1.190 -0.024 3.414  C45 1.084
49 H -4.569 -0.986 -0.944  C14 1.057
50 O -3.658 1.730 -1.311  H10 0.982, C40 1.419
51 O -0.350 -0.115 -0.872  H36 0.977, C57 1.360
52 H 2.135 2.592 3.872  O22 0.949
53 H 5.192 -1.313 0.310  N65 1.050
54 H 5.192 0.679 -0.961  N38 1.090
55 H -0.098 -1.006 2.601  C45 1.076
56 H 0.898 2.338 0.127  C73 1.058
57 C -1.130 -0.719 -1.808  H28 1.104, H33 1.123, H47 1.115, O51 1.360
58 H 3.025 2.990 -2.820  O61 0.941
59 H 0.858 1.575 -2.117  C32 1.054
60 H -1.306 1.168 0.049  N34 1.012
61 O 2.663 2.393 -2.191  C32 1.446, H58 0.941
62 H 3.042 -4.043 2.138  O6 0.934
63 H 3.642 1.197 -1.500  N38 1.035
64 H -2.247 1.987 -2.777  C40 1.135
65 N 4.268 -1.512 -0.148  C5 1.305, H53 1.050, H66 1.036
66 H 3.650 -2.269 0.196  N65 1.036
67 H 0.772 -2.760 -0.515  C37 1.091
68 H 2.428 -0.081 -3.348  C31 1.120
69 H -1.549 4.669 1.731  N1 1.025
70 H 0.900 2.746 -3.283  C32 1.072
71 C 1.295 2.739 2.172  H16 1.078, O22 1.360, H43 1.111, C73 1.487
72 H 1.731 -5.322 0.908  C21 1.090
73 C 1.664 2.187 0.842  H17 1.123, H30 1.085, H56 1.058, C71 1.487

Its total energy is -40658.4589 eV. The net charge is 0. The SMILES is NC(N)=O.NC(N)=O.CCO.CCO.CCO.CO.CO.CO.CO.CO. The relative energy (zero: lowest compared OMol25 entry of this formula, charge and spin) comes out at 0.000 eV. As for the HOMO energy: -9.076 eV. Its gap between HOMO and LUMO is 9.5 eV.

These are the Löwdin partial charges, in e, on atoms 1 to 8: number 1, N, carries 0.17; number 2, H, carries 0.05; number 3, H, carries 0.08; number 4, H, carries 0.15; number 5, C, carries -0.59; number 6, O, carries -0.10; number 7, H, carries 0.07; number 8, C, carries -0.65

Q: Among the records above, which one has the lowest gap between HOMO and LUMO?
A: C13H46N4O10

Q: Which formula does entry 1 have?
A: C13H44N2O15